[1]
A cluster of 20 separate species, C23H5Cl76FO5S in total at a distorted geometry, computed with the ωB97M-V functional and the def2-TZVPD basis.

CARTESIAN COORDINATES (ANGSTROEM)
O (4.316, 1.513, 0.657)
C (4.255, 0.516, 1.285)
C (3.401, 0.364, 2.517)
O (4.021, -0.538, 3.453)
S (4.826, 0.252, 4.666)
O (5.195, 1.562, 4.221)
O (6.243, -0.603, 4.736)
C (6.972, -0.674, 3.530)
C (6.859, -2.030, 2.875)
O (7.164, -2.229, 1.787)
F (6.354, -2.964, 3.655)
H (4.803, -0.383, 0.953)
H (3.103, 1.322, 2.954)
H (2.489, -0.128, 2.188)
H (8.017, -0.485, 3.728)
H (6.672, 0.047, 2.776)
C (7.543, 3.734, -0.791)
Cl (9.031, 3.157, -0.020)
Cl (7.647, 3.496, -2.545)
Cl (6.166, 2.847, -0.130)
Cl (7.352, 5.465, -0.470)
C (1.317, 4.121, 3.749)
Cl (-0.192, 4.728, 3.061)
Cl (2.184, 3.176, 2.528)
Cl (2.322, 5.476, 4.265)
Cl (0.961, 3.083, 5.135)
C (6.622, -0.491, -2.930)
Cl (5.419, -1.561, -2.206)
Cl (7.296, -1.257, -4.377)
Cl (5.843, 1.024, -3.380)
Cl (7.918, -0.184, -1.772)
C (2.168, -2.400, -5.008)
Cl (3.862, -1.929, -4.901)
Cl (1.935, -3.936, -4.167)
Cl (1.182, -1.146, -4.241)
Cl (1.699, -2.577, -6.714)
C (-2.721, -3.231, -5.420)
Cl (-3.072, -4.903, -4.964)
Cl (-1.029, -3.079, -5.894)
Cl (-3.762, -2.763, -6.772)
Cl (-3.013, -2.165, -4.033)
C (-2.334, 0.075, -0.393)
Cl (-3.915, -0.654, -0.094)
Cl (-1.504, 0.340, 1.146)
Cl (-1.372, -1.009, -1.405)
Cl (-2.544, 1.619, -1.223)
C (1.477, 2.597, 9.158)
Cl (0.662, 1.270, 8.314)
Cl (2.085, 2.031, 10.711)
Cl (2.828, 3.173, 8.177)
Cl (0.332, 3.919, 9.420)
C (-7.571, -3.374, -5.296)
Cl (-7.103, -4.482, -6.593)
Cl (-6.120, -2.714, -4.534)
Cl (-8.521, -2.048, -5.967)
Cl (-8.524, -4.249, -4.094)
C (4.287, 4.522, 13.071)
Cl (3.017, 4.670, 11.854)
Cl (5.383, 3.211, 12.615)
Cl (5.191, 6.039, 13.161)
Cl (3.561, 4.163, 14.643)
C (-8.150, 2.214, -4.578)
Cl (-9.857, 2.195, -5.031)
Cl (-7.250, 3.232, -5.707)
Cl (-7.980, 2.869, -2.943)
Cl (-7.518, 0.565, -4.620)
C (8.278, 8.426, 12.548)
Cl (9.054, 10.009, 12.436)
Cl (8.905, 7.557, 13.952)
Cl (6.530, 8.637, 12.716)
Cl (8.605, 7.497, 11.083)
C (2.928, -1.755, -10.674)
Cl (1.719, -2.807, -9.927)
Cl (3.568, -2.534, -12.123)
Cl (2.178, -0.217, -11.111)
Cl (4.241, -1.467, -9.527)
C (-7.763, 0.053, -9.262)
Cl (-6.342, -0.736, -8.565)
Cl (-7.710, -0.083, -11.023)
Cl (-9.228, -0.736, -8.657)
Cl (-7.777, 1.754, -8.806)
C (3.105, -2.543, 7.383)
Cl (2.320, -3.882, 6.536)
Cl (3.717, -3.106, 8.941)
Cl (4.440, -1.921, 6.406)
Cl (1.945, -1.231, 7.641)
C (-8.574, -8.238, -2.282)
Cl (-9.543, -9.211, -3.396)
Cl (-7.847, -9.289, -1.062)
Cl (-7.303, -7.405, -3.180)
Cl (-9.612, -7.049, -1.491)
C (-0.193, -6.689, -7.445)
Cl (-0.250, -8.351, -8.042)
Cl (0.170, -6.697, -5.716)
Cl (1.068, -5.795, -8.306)
Cl (-1.753, -5.911, -7.714)
C (-13.136, -7.858, 0.801)
Cl (-12.466, -6.224, 0.918)
Cl (-12.967, -8.674, 2.358)
Cl (-14.846, -7.762, 0.367)
Cl (-12.261, -8.760, -0.437)
C (-11.522, 3.918, -8.730)
Cl (-13.230, 3.846, -9.178)
Cl (-10.638, 4.874, -9.925)
Cl (-11.361, 4.671, -7.141)
Cl (-10.851, 2.285, -8.680)
C (7.295, 7.802, 6.907)
Cl (5.631, 7.453, 6.424)
Cl (8.208, 8.373, 5.507)
Cl (7.296, 9.044, 8.161)
Cl (8.045, 6.329, 7.538)

energy relative to the best compared isomer or geometry (same formula, charge and spin): 0.0000 eV
E_LUMO: -0.06 eV

These are the Löwdin partial charges, in e, on atoms 1 to 5: atom 1 (O): -0.098, atom 2 (C): -0.240, atom 3 (C): -0.225, atom 4 (O): -0.326, atom 5 (S): 0.866

***

[2]
A structure of composition C23H61ClGaIN14O28P at a distorted geometry, computed with the ωB97M-V functional and the def2-TZVPD basis.

CARTESIAN COORDINATES (ANGSTROEM)
C (-0.842, 0.307, -2.650)
C (-1.656, -0.303, -1.390)
C (-1.239, -1.821, -1.109)
Cl (-2.617, -3.032, -1.458)
Ga (-0.409, -2.122, 0.784)
C (0.607, -3.942, 0.628)
C (1.397, -3.870, -0.773)
C (2.816, -4.605, -0.808)
C (3.490, -4.243, -2.239)
N (3.643, -2.769, -2.463)
C (-1.804, -2.126, 2.307)
C (-3.056, -3.055, 2.069)
O (-2.992, -4.265, 2.326)
I (-4.903, -2.117, 1.327)
P (1.288, -0.494, 1.036)
C (0.671, 0.996, 2.034)
O (2.607, -1.139, 1.995)
H (-1.557, 0.919, -3.282)
H (-0.436, -0.515, -3.333)
H (0.047, 0.921, -2.337)
H (-1.558, 0.371, -0.485)
H (-2.756, -0.328, -1.714)
H (-0.438, -2.081, -1.884)
H (1.279, -4.153, 1.517)
H (-0.223, -4.731, 0.565)
H (1.507, -2.762, -1.022)
H (0.686, -4.294, -1.567)
H (2.697, -5.738, -0.816)
H (3.519, -4.332, 0.037)
H (2.802, -4.624, -3.052)
H (4.536, -4.707, -2.335)
H (3.709, -2.322, -1.537)
H (2.736, -2.452, -2.842)
H (-2.215, -1.090, 2.551)
H (-1.272, -2.551, 3.230)
H (1.458, 1.828, 2.066)
H (0.456, 0.615, 3.091)
H (-0.293, 1.445, 1.639)
H (2.284, -2.002, 2.330)
C (-9.477, 0.014, 0.285)
N (-8.016, 0.028, 0.013)
O (-7.349, -0.874, 0.484)
O (-7.591, 0.946, -0.665)
H (-9.710, -0.855, 0.896)
H (-9.723, 0.934, 0.812)
H (-9.989, -0.041, -0.674)
C (3.731, -7.412, -5.924)
N (3.124, -6.306, -5.142)
O (2.723, -6.566, -4.022)
O (3.071, -5.216, -5.680)
H (3.711, -8.319, -5.323)
H (3.137, -7.536, -6.831)
H (4.756, -7.127, -6.158)
C (-5.541, -0.523, 5.137)
N (-4.662, 0.632, 5.448)
O (-3.566, 0.663, 4.922)
O (-5.106, 1.474, 6.214)
H (-5.021, -1.186, 4.449)
H (-5.757, -1.033, 6.074)
H (-6.449, -0.131, 4.681)
C (-0.159, -9.517, -6.804)
N (1.302, -9.468, -7.067)
O (1.988, -10.354, -6.592)
O (1.710, -8.539, -7.742)
H (-0.376, -10.391, -6.195)
H (-0.428, -8.602, -6.277)
H (-0.663, -9.582, -7.766)
C (1.507, 4.577, -3.382)
N (0.788, 3.298, -3.140)
O (1.133, 2.328, -3.798)
O (-0.098, 3.315, -2.297)
H (2.255, 4.416, -4.145)
H (0.772, 5.308, -3.710)
H (1.970, 4.876, -2.444)
C (-0.632, -7.862, 1.365)
N (0.833, -7.846, 1.116)
O (1.499, -8.744, 1.610)
O (1.259, -6.936, 0.437)
H (-0.872, -8.725, 1.982)
H (-0.888, -6.936, 1.878)
H (-1.128, -7.928, 0.398)
C (4.347, 8.030, -4.411)
N (3.331, 6.971, -4.188)
O (2.264, 7.310, -3.711)
O (3.645, 5.833, -4.502)
H (3.937, 8.983, -4.090)
H (5.218, 7.771, -3.829)
H (4.575, 8.047, -5.477)
C (7.351, 8.998, -0.997)
N (6.480, 8.877, -2.195)
O (5.283, 8.734, -2.008)
O (7.029, 8.931, -3.281)
H (6.730, 8.933, -0.106)
H (8.068, 8.179, -1.029)
H (7.850, 9.963, -1.051)
C (-3.739, 3.854, 4.916)
N (-3.854, 5.203, 4.302)
O (-3.786, 6.166, 5.045)
O (-4.010, 5.248, 3.095)
H (-3.606, 3.967, 5.989)
H (-4.658, 3.315, 4.697)
H (-2.876, 3.362, 4.470)
C (-4.375, -1.514, 10.010)
N (-5.281, -1.633, 8.839)
O (-6.467, -1.779, 9.060)
O (-4.765, -1.576, 7.738)
H (-4.967, -1.582, 10.919)
H (-3.657, -2.331, 9.954)
H (-3.878, -0.547, 9.943)
C (9.751, 8.470, -6.221)
N (10.052, 9.769, -5.566)
O (10.205, 9.765, -4.360)
O (10.122, 10.746, -6.289)
H (9.719, 7.694, -5.461)
H (8.786, 8.567, -6.716)
H (10.545, 8.274, -6.940)
C (2.854, -0.275, 5.651)
N (2.008, 0.832, 6.169)
O (1.552, 1.609, 5.356)
O (1.833, 0.877, 7.376)
H (2.920, -0.190, 4.567)
H (3.837, -0.177, 6.108)
H (2.378, -1.212, 5.936)
C (-7.185, 3.284, 1.833)
N (-8.649, 3.119, 2.024)
O (-9.385, 3.630, 1.200)
O (-9.010, 2.478, 2.996)
H (-7.012, 3.870, 0.934)
H (-6.795, 3.799, 2.710)
H (-6.753, 2.289, 1.734)

charge: -1
E_LUMO: 0.58 eV

These are the Löwdin partial charges, in e, on atoms 1 to 5: atom 1 (C): -0.130, atom 2 (C): -0.307, atom 3 (C): -0.690, atom 4 (Cl): 0.401, atom 5 (Ga): 0.251

***

| no. | E_HOMO (eV) | E (Eh) |
| --- | --- | --- |
| 1 | -10.35 | -36727.92272 |
| 2 | -3.95 | -6809.00818 |